(1)
Here is a 8-piece molecular cluster, C39H101N7O12 overall at a distorted geometry from the OMol25 dataset. Energies are from ωB97M-V/def2-TZVPD.

Geometry (Å):
H1 -4.85687 4.84111 -1.58914
H2 -2.59709 9.62270 -1.13184
O1 -3.16253 1.68736 -2.82337
H3 3.60588 -6.52398 -0.26430
H4 1.24440 3.22176 1.86380
H5 1.45702 -7.64005 -2.08168
C1 -5.65731 3.27873 -0.35844
C2 8.23561 1.25001 0.42248
H6 -1.23881 -4.13443 -3.91842
H7 -3.94661 -0.41251 -0.34078
C3 -7.40548 1.25994 2.08379
C4 -4.40556 -3.82825 0.90651
C5 4.49273 -0.89268 1.81677
C6 -3.00365 8.67331 -1.48036
H8 -0.13672 -7.00197 -5.93780
H9 -5.67243 1.46565 -1.38783
O2 1.66122 -6.67525 0.46976
C7 -2.16448 3.74706 -2.74890
C8 0.46134 -6.11356 -6.14068
H10 1.78112 -5.79078 -3.87089
C9 -1.94550 2.22661 -3.21252
H11 2.69001 3.37263 -3.05195
C10 -3.29480 -0.31165 0.52701
H12 -4.15309 -0.25645 -2.93807
O3 0.12412 1.89169 9.44366
H13 2.56018 -5.42226 -0.99781
N1 0.59484 1.54689 6.36856
H14 6.61216 3.42687 2.39506
O4 -1.99479 -0.89801 0.41408
H15 -0.31911 4.05930 -3.59492
H16 1.99311 -0.98442 -2.13478
H17 1.52682 -6.29940 -6.27604
H18 0.59007 3.59587 6.70094
H19 6.00659 1.51336 0.61140
H20 -0.82145 5.67007 -1.43130
N2 -0.02365 -0.63439 -1.62250
N3 3.38464 -7.54895 -2.76964
H21 0.36986 -2.25621 -0.22432
H22 -0.67945 -1.14616 -5.97798
H23 2.44221 -9.76196 -1.79430
H24 0.16857 -5.67219 -7.09335
N4 0.77276 -5.83570 -3.83483
H25 7.91335 0.43229 -0.22218
H26 2.97672 3.27471 -1.30682
H27 -0.39343 -2.68933 -1.76165
H28 7.58249 0.80779 3.32238
C11 1.42718 -0.24215 -1.57188
H29 -3.54910 8.25333 -0.63526
O5 -4.13653 -4.01264 -1.33820
H30 4.53238 -1.51982 0.92614
C12 -6.73788 2.94880 0.64644
O6 -1.83855 7.86434 -1.79962
H31 0.57765 -1.97501 -5.40215
H32 -0.61944 3.73544 8.84000
H33 -4.48183 -4.32753 -2.17678
H34 -8.43323 1.61396 2.00326
H35 3.68754 -0.17234 1.67226
H36 8.57886 0.73748 1.32114
H37 -7.69475 3.11903 0.15296
H38 6.76557 2.85475 0.17683
H39 -4.70003 3.15440 0.14778
H40 -0.59116 0.03309 -1.12001
H41 1.17983 -4.29952 -5.23473
H42 -1.40266 2.40027 8.30018
H43 1.87675 0.48211 5.27687
C13 -0.84627 -4.27860 -4.92501
O7 5.73025 -0.30386 2.15690
H44 -4.93277 -3.74983 1.85730
H45 -2.41727 -0.32516 -3.11331
H46 -6.52478 4.78657 -1.63950
H47 -0.68285 2.67365 11.24937
H48 2.55604 2.01122 5.54162
O8 1.33059 2.21230 -1.79888
H49 10.66360 3.50304 0.24189
H50 1.08779 0.80251 -3.33382
H51 -4.79359 2.56509 -2.10959
H52 -3.64658 8.86547 -2.33932
C14 -0.37994 2.75376 8.43130
C15 -1.75087 -1.96697 -0.49107
H53 3.13406 -8.35686 -3.32153
N5 7.02136 2.50895 2.29465
N6 -5.66115 2.45197 -1.60497
H54 -2.32075 -1.79646 -1.40445
C16 1.59702 1.53366 5.34080
H55 -1.88848 -2.99297 -0.14978
H56 1.83977 -0.16315 -0.56608
H57 1.94758 -9.12643 -0.32715
C17 2.58978 -6.45582 -0.65287
H58 3.71491 -9.13400 -0.80111
H59 0.48440 -6.80358 -3.84771
H60 4.71747 1.41363 3.04476
H61 -2.18957 3.81265 -1.66117
C18 0.97814 -5.53006 0.93980
H62 -3.50198 0.36312 -4.33984
H63 1.02965 1.58098 1.22859
C19 9.86553 2.92149 0.70340
H64 1.66068 -4.90182 1.51213
H65 -3.32889 0.70654 0.91462
H66 2.62211 2.29533 1.13506
H67 1.65049 4.26762 -1.99107
O9 2.03701 1.80401 3.05333
H68 -7.58067 0.18433 2.10565
H69 -1.77415 2.06432 -4.27666
H70 2.69078 0.99757 -2.92112
H71 -5.64170 5.56905 -0.23157
C20 5.50677 0.68083 3.21244
H72 0.77257 1.66807 11.41808
H73 -1.07061 1.75125 -2.76901
H74 -0.69459 -1.85961 -4.24472
H75 -7.03949 1.62165 3.04469
H76 -3.79542 -0.94637 1.25818
H77 -6.16728 -2.54044 -0.59432
H78 -3.37761 -4.13630 1.09763
C21 2.48299 -7.57231 -1.71988
C22 -6.40282 -3.60393 -0.63456
H79 0.95595 3.16091 10.88184
C23 1.71988 2.24817 1.74486
H80 -4.23307 -2.76104 0.76723
H81 1.72259 2.79511 7.66447
H82 5.41635 0.33767 4.24305
N7 -1.11164 4.60155 -3.28194
C24 -0.50838 -1.99085 -5.31064
H83 10.44017 2.37017 1.44767
H84 -2.58592 6.95985 -3.38183
H85 -1.60879 -4.85112 -5.45311
H86 -6.63426 3.61259 1.50479
H87 -3.06800 4.16712 -3.19085
C25 2.20651 3.33394 -2.07582
H88 6.83432 2.02344 4.30314
H89 0.48702 2.90446 3.93506
O10 -1.05839 -3.22248 -5.78637
H90 -3.03473 6.07500 -1.89361
C26 -2.26422 6.67256 -2.38079
H91 4.13274 -1.51604 2.63527
C27 6.92983 2.03107 0.87158
C28 -0.98735 5.84185 -2.49481
C29 -5.02926 -4.33370 -0.36086
C30 0.23619 2.35149 10.75981
C31 -0.34119 -1.92863 -0.98273
H92 -6.79246 -3.63999 -1.65190
C32 0.46503 -5.08610 -4.99296
H93 0.18817 1.26438 3.63741
C33 2.68579 -8.94974 -1.10941
H94 0.22368 0.64419 6.62830
C34 -3.28619 0.31337 -3.27257
H95 -7.17686 -3.87757 0.08243
C35 6.77771 1.54291 3.32642
C36 -5.70895 4.72598 -0.91920
H96 0.09588 -5.70874 1.55443
O11 9.25628 2.04548 -0.24596
C37 1.70255 1.02710 -2.46220
O12 -6.64782 1.63700 0.96436
C38 0.71800 2.66934 7.26066
H97 -5.17637 -5.41244 -0.30813
H98 4.29736 -7.71415 -2.36994
H99 9.15859 3.54740 1.24798
H100 -0.13837 6.42539 -2.85096
H101 0.65439 -4.87634 0.12989
C39 0.97054 1.92988 4.00226

The calculation puts the HOMO energy at -8.2386 eV. Its net charge is 0. Its SMILES is COC[C@H](C)N.COC[C@H](C)N.COC[C@H](C)N.COCCNCCOC.COCCNCCOC.COCCNCCOC.COCCNCCOC.CC(C)O. For the HOMO-LUMO gap, the calculation gives 0.323 Eh. For the energy relative to the best compared isomer or geometry (same formula, charge and spin), the calculation gives 5.280 eV.

Atom charges from the Mulliken analysis, given in e for atoms 1 to 5: atom 1 (H): -0.19, atom 2 (H): 0.29, atom 3 (O): -0.24, atom 4 (H): 0.32, atom 5 (H): 0.56

***

(2)
Here is a 12-piece molecular cluster, C39H102O12 overall at a distorted geometry from the OMol25 dataset. Energies are from ωB97M-V/def2-TZVPD.

Geometry (Å):
H1 -18.61370 -10.27894 12.84095
H2 -25.29001 -12.72598 13.60774
H3 -19.14788 -11.09468 25.05523
C1 -21.55385 -2.88611 18.88602
H4 -29.07849 -2.49971 13.85346
C2 -18.59309 -8.05117 14.11477
H5 -27.89867 -3.19787 12.85653
H6 -25.11029 -9.68991 17.13944
O1 -29.97880 -13.38541 21.55632
O2 -15.77374 -14.93118 19.74936
H7 -26.88920 -10.29367 11.43136
H8 -17.38568 -19.39413 24.59014
H9 -16.65522 -16.52526 18.30799
O3 -28.59222 -4.68313 15.07700
C3 -20.94359 -7.96557 13.18254
C4 -19.16442 -18.86767 23.48381
H10 -20.56277 -11.96079 20.24051
H11 -28.49608 -11.40177 12.85095
H12 -18.28144 -16.84456 19.05110
H13 -20.99650 -15.56418 22.28687
H14 -16.54517 -14.34962 15.56382
H15 -25.80657 -11.19736 24.29918
C5 -20.77348 -17.10851 23.84352
H16 -23.40749 -4.03428 18.75565
H17 -14.58834 -15.06913 21.46047
H18 -30.36456 -4.79060 13.84943
H19 -25.44240 -9.55254 25.38415
H20 -18.82049 -19.34517 22.56631
C6 -22.70875 -9.77031 23.84014
C7 -23.64950 -9.79494 18.65792
H21 -30.77803 -10.33497 12.53863
H22 -18.23811 -15.55274 13.11683
H23 -28.54226 -4.49191 17.73042
H24 -26.61487 -7.26430 11.94063
H25 -28.32894 -12.15624 21.62372
H26 -21.71093 -2.34009 17.95581
H27 -28.90309 -5.57073 13.23749
H28 -18.00306 -14.72228 11.61804
C8 -22.33105 -4.19782 18.80701
H29 -28.39218 -6.63471 15.51539
C9 -19.54308 -8.46606 12.95586
H30 -19.20099 -8.07149 11.99910
H31 -25.52359 -14.34113 15.56675
H32 -22.03600 -9.31897 24.56939
H33 -21.98240 -4.71364 17.91232
H34 -16.04775 -14.68868 13.42565
H35 -18.33742 -10.15224 22.58959
C10 -15.01970 -14.32368 20.79239
H36 -23.03961 -13.35629 13.47575
H37 -24.68824 -11.52270 22.90107
C11 -21.55712 -16.11037 23.04548
C12 -21.27322 -10.26489 19.11482
H38 -27.35700 -7.77684 10.41856
C13 -17.04792 -13.60443 14.94735
H39 -28.06396 -14.90586 20.23946
C14 -28.20574 -5.42590 17.28040
H40 -17.39299 -17.73601 24.06686
O4 -25.65995 -14.25674 12.30467
H41 -19.91241 -19.54006 23.90394
H42 -30.41321 -9.37032 14.06226
H43 -16.71788 -16.37848 20.99947
H44 -17.36649 -10.90943 25.37806
C15 -23.71093 -14.18966 13.68290
H45 -21.42104 -17.80175 24.38036
H46 -28.44585 -11.96625 19.02109
O5 -28.42425 -9.31537 12.38020
H47 -27.71218 -14.56160 21.95764
H48 -29.89283 -11.43037 19.76375
H49 -20.47191 -12.13035 18.47525
C16 -28.87133 -5.75431 15.94366
C17 -26.68137 -8.07847 11.21896
H50 -17.93699 -12.04370 24.20143
H51 -29.31621 -3.17199 12.22035
C18 -16.91786 -15.64058 20.22254
H52 -19.00729 -14.00390 12.83793
H53 -25.39056 -9.97256 23.10721
C19 -23.92545 -10.29389 24.55966
C20 -24.99922 -10.81832 23.67259
H54 -14.24211 -12.59361 19.74838
H55 -29.82863 -14.15277 22.11328
C21 -13.83118 -13.39159 20.36681
H56 -21.37505 -8.40674 14.08105
H57 -18.66025 -6.98147 14.31305
H58 -18.39704 -18.23647 25.50224
O6 -19.48109 -9.87400 12.76833
H59 -22.97222 -9.00933 23.10557
H60 -18.09931 -13.53312 15.22588
H61 -29.89832 -5.97109 16.23757
H62 -21.79566 -2.36802 19.81403
H63 -16.23048 -9.34852 22.67706
H64 -30.52591 -11.08284 14.12835
H65 -19.32001 -11.24410 19.59956
H66 -18.79718 -8.54238 15.06617
C22 -24.34278 -10.41229 17.41727
C23 -29.22850 -12.29259 19.70598
C24 -20.35236 -11.43721 19.30794
H67 -28.22501 -10.35327 14.21840
H68 -24.94236 -14.18242 11.67130
H69 -15.44073 -12.85612 12.78713
H70 -20.89333 -6.88653 13.32828
H71 -26.99423 -14.17569 14.66298
O7 -16.39387 -12.74267 12.80292
C25 -18.14457 -11.06339 24.63041
H72 -21.99693 -4.79516 19.65532
C26 -27.12622 -9.35950 11.94054
H73 -13.03786 -13.83420 19.76445
H74 -23.42093 -14.45851 14.69864
H75 -26.86439 -13.80528 20.66288
H76 -23.44212 -15.05208 13.07293
H77 -21.46587 -8.23555 12.26470
H78 -25.76187 -8.19468 10.64527
C27 -28.78945 -12.94385 21.02733
O8 -19.87530 -17.79988 22.93520
C28 -27.86045 -14.12351 20.97064
C29 -17.46027 -16.13769 18.93231
H79 -17.68037 -14.98018 20.63550
C30 -16.83748 -13.93887 13.47273
C31 -18.01645 -18.50814 24.51763
H80 -20.22856 -16.49924 24.56460
H81 -17.56712 -8.39123 13.97386
H82 -13.37838 -12.83236 21.18555
H83 -23.32717 -8.79250 18.37628
O9 -24.52587 -9.27746 25.30721
H84 -18.26746 -9.04057 24.00549
H85 -15.75006 -13.77319 21.38538
C32 -28.75987 -10.43154 13.27188
O10 -20.14620 -3.15186 18.82855
O11 -22.62516 -10.67427 18.88585
H86 -24.73839 -11.41631 17.57070
C33 -25.15105 -13.80373 13.52268
C34 -29.27693 -4.72648 13.81677
H87 -16.52534 -12.70278 15.26679
H88 -26.44236 -9.41746 12.78734
H89 -22.39067 -16.61571 22.55770
H90 -22.17102 -10.53964 23.28600
H91 -23.75173 -10.39226 16.50164
O12 -16.46737 -9.97081 23.36860
H92 -23.57388 -11.13794 25.15304
H93 -21.12471 -9.71798 20.04591
C35 -18.08151 -14.56074 12.69315
H94 -26.03054 -15.59780 14.44796
H95 -28.41101 -6.20749 18.01189
H96 -17.99507 -15.33431 18.42567
C36 -28.91417 -3.36736 13.21448
H97 -20.96425 -9.54157 18.36020
H98 -27.14129 -5.27283 17.10259
H99 -19.63267 -2.40937 18.50206
C37 -25.96251 -14.51858 14.58494
H100 -29.86903 -13.03799 19.23460
C38 -30.22093 -10.26696 13.47305
C39 -17.90403 -9.97300 23.57353
H101 -24.38638 -9.89946 19.45428
H102 -22.10060 -15.42093 23.69155

The calculation puts the HOMO energy at -9.4907 eV. Its net charge is 0. Its SMILES is CC(C)O.CC(C)O.CC(C)O.CC(C)O.CC(C)O.CCOCC.CCOCC.CCOCC.CCOCC.CCOCC.CCO.CCO. For the HOMO-LUMO gap, the calculation gives 0.358 Eh. For the energy relative to the best compared isomer or geometry (same formula, charge and spin), the calculation gives 5.275 eV.

Atom charges from the Mulliken analysis, given in e for atoms 1 to 5: atom 1 (H): 0.26, atom 2 (H): 0.03, atom 3 (H): 0.32, atom 4 (C): -0.21, atom 5 (H): 0.30